Entry 1:
28
Properties=species:S:1:pos:R:3:mulliken_charge:R:1 method="wB97M-V/def2-TZVPD" spin_multiplicity=2 homo_energy_ev="-14.084 / -14.079" gap_ev="11.254 / 6.540" charge=+1 largest_force_ev_per_a=11.4
C 0.70 0.79 -1.16 -0.48
N 0.72 2.20 -0.79 0.04
C 0.03 2.48 0.51 -0.44
O -1.29 2.22 0.37 -0.62
C -0.50 0.32 -2.08 -0.62
C -0.86 -1.05 -1.44 -0.49
C 0.14 -2.13 -1.91 0.13
O 0.54 -2.90 -1.09 -0.51
H 1.61 0.66 -1.74 0.51
H 0.74 0.19 -0.27 0.13
H 0.48 2.83 -1.56 0.33
H 0.12 3.56 0.80 0.33
H 0.56 1.86 1.24 0.36
H -1.57 1.44 0.88 0.58
H -1.27 1.03 -1.78 0.42
H -0.17 0.26 -3.12 0.41
H -1.87 -1.34 -1.70 0.40
H -1.07 -0.95 -0.37 0.21
H 0.47 -2.07 -2.98 0.35
H -1.09 0.63 2.38 0.37
H -0.37 -0.02 1.40 0.15
O -1.16 0.56 1.41 -0.58
H -0.49 -2.69 2.00 0.25
H 0.25 -2.26 0.61 0.39
O 0.04 -2.04 1.53 -0.68
H 2.38 0.03 2.48 0.30
H 1.23 -1.10 2.51 0.41
O 1.65 -0.34 2.97 -0.65

Entry 2:
36
Properties=species:S:1:pos:R:3:mulliken_charge:R:1 method="wB97M-V/def2-TZVPD" homo_energy_ev=-10.400 gap_ev=6.715 largest_force_ev_per_a=5.8
Be -1.22 -2.09 -1.00 0.52
B 0.23 -0.41 0.02 1.84
H -0.62 -0.58 0.66 -0.53
H 0.94 0.31 0.40 -0.78
H 0.73 -1.34 -0.18 -0.20
H -0.12 -0.06 -0.94 -0.34
B -1.42 -1.81 -3.63 0.33
H -1.14 -0.80 -3.38 -0.22
H -1.65 -1.95 -4.67 -0.09
H -0.53 -2.37 -3.39 -0.18
H -2.24 -2.12 -3.00 -0.22
C -2.63 1.74 -0.30 0.46
Cl -3.74 2.24 1.01 -0.17
Cl -3.14 0.35 -1.23 -0.08
H -2.43 2.62 -0.91 0.36
H -1.70 1.52 0.23 -0.52
C -2.74 -3.05 3.17 -0.36
Cl -3.00 -4.80 2.76 -0.15
Cl -2.38 -1.98 1.80 -0.06
H -3.67 -2.75 3.65 0.29
H -1.93 -2.93 3.89 0.30
C 1.75 2.11 -1.74 0.50
Cl 3.20 3.13 -1.96 -0.18
Cl 0.55 2.43 -2.96 -0.16
H 2.18 1.11 -1.85 0.14
H 1.41 2.14 -0.70 -0.41
C 1.19 2.51 2.32 -0.19
Cl 2.87 2.57 1.75 -0.10
Cl 0.02 3.36 1.24 -0.14
H 0.82 1.48 2.37 0.08
H 1.14 3.10 3.24 0.39
C 3.70 -0.75 0.63 0.18
Cl 4.68 0.46 -0.18 -0.13
Cl 4.72 -2.01 1.34 -0.20
H 3.31 -0.25 1.52 0.08
H 2.86 -1.13 0.04 0.00

Entry 3:
29
Properties=species:S:1:pos:R:3:mulliken_charge:R:1 method="wB97M-V/def2-TZVPD" homo_energy_ev=-5.022 gap_ev=8.086 charge=-1 largest_force_ev_per_a=2.3
I -0.91 0.59 0.82 -0.60
C 2.91 1.21 2.15 -0.58
O 2.24 2.32 1.55 -0.47
H 3.08 0.44 1.40 0.25
H 3.89 1.40 2.59 0.33
H 2.35 0.71 2.94 0.25
H 1.51 1.85 1.13 0.15
C -1.57 3.61 -2.51 -0.51
O -2.24 3.58 -1.19 -0.50
H -0.49 3.46 -2.42 0.26
H -1.97 2.91 -3.24 0.19
H -1.74 4.60 -2.92 0.26
H -1.85 2.85 -0.70 0.20
C -2.31 -0.21 -3.04 -0.47
O -1.93 -1.28 -2.19 -0.45
H -1.74 0.72 -2.96 0.09
H -2.19 -0.55 -4.07 0.28
H -3.40 -0.10 -2.98 0.29
H -1.76 -0.93 -1.31 0.13
C 0.02 -3.21 1.55 -0.48
C 1.22 -2.43 2.21 0.14
O 2.43 -3.23 2.12 -0.58
O -0.09 -2.94 0.12 -0.49
H -0.89 -2.77 1.97 0.29
H 0.04 -4.30 1.61 0.32
H 1.08 -2.14 3.25 0.29
H 1.48 -1.52 1.67 0.01
H 3.14 -2.64 2.40 0.30
H -0.32 -2.01 0.05 0.11

Entry 4:
27
Properties=species:S:1:pos:R:3:mulliken_charge:R:1 method="wB97M-V/def2-TZVPD" spin_multiplicity=2 homo_energy_ev="-12.826 / -12.643" gap_ev="9.836 / 4.814" charge=+1 largest_force_ev_per_a=3.5
C -2.44 -1.52 -0.39 -1.05
N -1.32 -0.79 0.27 0.42
C -1.71 -0.01 1.48 -1.03
C -0.22 -1.68 0.49 -0.90
C 1.11 -1.04 -0.05 0.37
N 1.47 0.12 0.76 -0.40
C 2.19 1.07 -0.20 -1.37
H -2.25 -1.69 -1.42 0.31
H -3.38 -0.97 -0.24 0.41
H -2.56 -2.43 0.18 0.46
H -2.59 -0.38 1.98 0.37
H -0.83 0.15 2.09 0.46
H -2.01 1.01 1.25 0.39
H -0.07 -1.84 1.58 0.38
H -0.33 -2.62 0.00 0.52
H 0.89 -0.64 -1.13 -0.42
H 1.93 -1.79 -0.13 0.36
H 0.91 0.68 1.37 0.37
H 3.18 0.60 -0.37 0.28
H 1.67 1.12 -1.14 0.44
H 2.42 1.95 0.39 0.69
H 0.28 0.69 -3.58 0.34
H -0.11 -0.41 -2.56 0.28
O 0.60 -0.12 -3.15 -0.63
H -0.31 3.58 0.79 0.32
H 0.59 2.38 0.72 0.23
O 0.40 3.15 1.27 -0.59

Entry 5:
27
Properties=species:S:1:pos:R:3:mulliken_charge:R:1 method="wB97M-V/def2-TZVPD" homo_energy_ev=-18.111 gap_ev=11.733 charge=+2 largest_force_ev_per_a=2.3
C 1.09 2.39 -0.48 -1.45
C 0.76 0.90 -0.40 0.45
C -0.76 0.72 -0.18 -1.12
C -1.17 -0.66 0.28 0.35
C -1.68 -1.60 -0.48 -1.03
N -1.12 -0.94 1.74 -0.18
N 1.21 0.20 -1.66 -0.14
H 0.25 3.12 -0.44 0.36
H 1.46 2.79 -1.42 0.44
H 1.58 2.75 0.43 0.31
H 1.32 0.47 0.42 0.38
H -1.33 0.99 -1.05 0.52
H -1.03 1.32 0.70 0.40
H -2.19 -2.52 -0.20 0.35
H -1.66 -1.53 -1.57 0.30
H -0.63 -0.25 2.33 0.30
H -1.99 -1.12 2.27 0.40
H -0.59 -1.81 1.86 0.44
H 2.11 0.57 -1.94 0.41
H 1.12 -0.84 -1.60 0.17
H 0.58 0.34 -2.47 0.38
H 0.54 -3.35 -2.24 0.33
H 1.95 -2.97 -2.13 0.31
O 1.09 -2.69 -1.79 -0.68
H 0.61 2.44 2.86 0.30
H -0.86 1.83 3.27 0.32
O -0.05 1.72 2.80 -0.64

Entry 6:
27
Properties=species:S:1:pos:R:3:mulliken_charge:R:1 method="wB97M-V/def2-TZVPD" homo_energy_ev=-17.808 gap_ev=11.624 charge=+2 largest_force_ev_per_a=2.0
C -0.47 -2.25 1.70 -1.59
C -0.29 -0.87 1.13 0.18
C 0.65 -0.89 -0.08 -0.94
C 1.38 0.36 -0.45 -0.25
C 2.14 0.50 -1.51 -0.38
N 3.04 1.66 -1.73 -0.20
N -1.68 -0.38 0.65 -0.25
H -0.94 -2.92 0.97 0.41
H 0.46 -2.65 2.10 0.42
H -1.14 -2.31 2.56 0.44
H 0.00 -0.11 1.84 0.40
H 0.22 -1.45 -0.90 0.56
H 1.40 -1.65 0.16 0.42
H 1.33 1.13 0.31 0.30
H 2.25 -0.23 -2.30 0.38
H 3.47 1.54 -2.65 0.40
H 3.73 1.93 -1.03 0.39
H 2.46 2.51 -1.86 0.29
H -2.50 -0.90 1.09 0.24
H -1.76 -0.56 -0.35 0.42
H -1.75 0.63 0.73 0.37
H -0.12 3.13 -2.63 0.31
H 0.24 4.34 -1.76 0.33
O 0.60 3.51 -2.12 -0.64
H -4.39 -0.81 2.60 0.31
H -4.45 -1.97 1.57 0.32
O -3.87 -1.30 1.95 -0.65

Entry 7:
28
Properties=species:S:1:pos:R:3:mulliken_charge:R:1 method="wB97M-V/def2-TZVPD" homo_energy_ev=-17.372 gap_ev=11.095 charge=+2 largest_force_ev_per_a=6.5
C 1.84 0.90 -0.02 -0.69
O 2.25 1.19 1.34 -0.63
C 0.70 -0.12 0.16 0.27
C -0.46 0.16 -0.77 -0.97
C -0.68 -0.82 -1.94 -0.40
C -0.46 -0.47 -3.22 -0.31
N -0.70 -1.20 -4.49 -0.26
N 0.32 0.01 1.54 -0.25
H 1.45 1.79 -0.37 0.36
H 2.54 0.46 -0.72 0.40
H 3.23 0.94 1.66 0.36
H 1.20 -1.09 -0.02 0.50
H -0.41 1.18 -1.18 0.53
H -1.42 0.00 -0.15 0.31
H -1.10 -1.75 -1.64 0.42
H -0.10 0.64 -3.38 0.27
H -1.49 -2.03 -4.45 0.45
H 0.01 -1.65 -4.97 0.34
H -1.01 -0.55 -5.09 0.36
H 0.08 1.01 1.72 0.41
H 1.16 -0.14 2.18 0.40
H -0.38 -0.60 1.88 0.18
H -2.07 -1.87 3.25 0.30
H -1.10 -2.88 2.50 0.27
O -1.35 -1.98 2.60 -0.62
H -1.37 3.03 2.83 0.32
H -0.87 2.57 4.12 0.33
O -1.06 2.20 3.22 -0.67

Entry 8:
26
Properties=species:S:1:pos:R:3:mulliken_charge:R:1 method="wB97M-V/def2-TZVPD" homo_energy_ev=-14.581 gap_ev=11.583 charge=+1 largest_force_ev_per_a=1.8
C -0.57 -0.86 0.80 -0.51
C 0.30 -1.87 0.01 -0.97
C 1.81 -1.87 0.32 0.49
C 2.41 -3.10 -0.36 -1.42
C 2.36 -0.57 -0.32 -1.39
N -1.57 -0.16 -0.12 -0.19
H -0.09 0.01 1.25 0.35
H -1.06 -1.44 1.57 0.32
H 0.14 -1.70 -1.07 0.47
H -0.10 -2.87 0.17 0.40
H 1.99 -1.77 1.39 0.35
H 1.86 -3.39 -1.27 0.35
H 2.29 -3.99 0.26 0.37
H 3.48 -2.96 -0.51 0.38
H 2.14 0.30 0.31 0.34
H 3.43 -0.49 -0.40 0.40
H 1.93 -0.39 -1.30 0.32
H -1.56 0.87 0.02 0.26
H -1.15 -0.24 -1.05 0.40
H -2.56 -0.40 -0.15 0.35
H -2.74 6.52 0.21 0.31
H -3.93 5.55 0.53 0.32
O -2.98 5.60 0.33 -0.61
H -1.20 3.32 -0.01 0.30
H -2.73 3.20 -0.37 0.30
O -1.93 2.70 -0.23 -0.68

Entry 9:
29
Properties=species:S:1:pos:R:3:mulliken_charge:R:1 method="wB97M-V/def2-TZVPD" homo_energy_ev=-4.322 gap_ev=7.184 charge=-1 largest_force_ev_per_a=1.9
C 0.25 -0.67 0.10 -0.15
N 0.44 -0.09 -1.26 -0.29
C -0.93 0.10 -2.00 -0.38
O -2.00 -0.16 -1.25 -0.88
C 0.77 0.31 1.17 -0.89
C 2.17 0.18 1.77 -0.66
C 2.54 -1.25 2.17 -0.65
S 1.63 -1.84 3.67 -0.25
H 0.71 -1.66 0.00 0.29
H -0.80 -0.81 0.32 0.12
H 1.11 -0.65 -1.76 0.24
H -1.00 1.17 -2.31 0.18
H -0.82 -0.39 -3.01 0.23
H 0.03 0.28 1.97 0.47
H 0.69 1.32 0.75 0.25
H 2.26 0.94 2.55 0.35
H 2.95 0.62 1.12 0.32
H 3.61 -1.45 2.26 0.42
H 2.32 -1.89 1.32 0.28
H 0.45 -1.46 3.16 0.12
H -4.10 1.50 0.14 0.27
H -2.76 1.34 -0.57 0.40
O -3.46 2.04 -0.36 -0.73
H -3.81 -2.00 -1.46 0.27
H -2.49 -1.71 -1.01 0.47
O -3.11 -2.48 -1.02 -0.78
H 0.43 2.57 -2.18 0.39
H 1.86 2.83 -2.01 0.31
O 1.06 3.32 -2.28 -0.71

Entry 10:
29
Properties=species:S:1:pos:R:3:mulliken_charge:R:1 method="wB97M-V/def2-TZVPD" homo_energy_ev=-14.339 gap_ev=11.230 charge=+1 largest_force_ev_per_a=4.1
O 2.07 -1.00 0.45 -0.56
C 1.11 -0.58 1.01 0.46
O 0.67 -1.10 2.23 -0.44
C 0.54 0.78 0.63 -0.26
C -1.09 0.90 0.61 0.63
C -1.62 0.21 1.93 -1.46
C -1.70 0.21 -0.51 -1.40
N 1.15 1.23 -0.68 0.00
H 1.35 -1.88 2.46 0.44
H 1.03 1.49 1.38 0.32
H -1.44 1.98 0.70 0.24
H -2.74 0.29 1.90 0.43
H -1.16 0.61 2.87 0.35
H -1.63 -0.93 1.84 0.32
H -1.40 -0.81 -0.65 0.27
H -1.53 0.80 -1.50 0.31
H -2.82 0.15 -0.40 0.39
H 1.24 2.22 -0.69 0.41
H 0.41 0.95 -1.28 0.12
H 2.06 0.68 -0.89 0.40
H -1.61 3.27 -1.71 0.29
H -1.03 4.09 -0.60 0.27
O -1.09 3.16 -0.87 -0.55
H -0.11 -3.18 0.40 0.31
H 0.24 -3.73 -1.09 0.31
O -0.43 -3.40 -0.47 -0.62
H 1.42 -0.15 -3.55 0.29
H 0.77 -1.38 -3.16 0.30
O 0.71 -0.42 -3.01 -0.59

Entry 11:
28
Properties=species:S:1:pos:R:3:mulliken_charge:R:1 method="wB97M-V/def2-TZVPD" homo_energy_ev=-9.662 gap_ev=9.536 smiles=OCCCCCO.O.O.O largest_force_ev_per_a=9.3
O 0.73 1.86 -0.62 -0.65
C 1.71 0.98 -1.09 -0.46
C 1.07 -0.33 -1.60 -0.80
C 0.43 -1.16 -0.48 0.48
C -1.00 -1.62 -0.86 -0.76
C -2.02 -1.34 0.24 -0.59
O -2.26 0.04 0.34 -0.61
H 0.28 1.49 0.17 0.38
H 2.21 1.56 -1.95 0.32
H 2.46 0.79 -0.33 0.21
H 1.81 -0.92 -2.15 0.45
H 0.32 -0.04 -2.40 0.34
H 0.37 -0.58 0.43 -0.41
H 1.07 -2.06 -0.24 0.37
H -1.31 -1.09 -1.81 0.32
H -1.00 -2.70 -1.05 0.39
H -1.69 -1.74 1.23 0.33
H -3.06 -1.68 -0.08 0.29
H -1.67 0.47 0.94 0.42
O -0.50 1.10 2.10 -0.59
H -0.55 1.88 2.42 0.22
H 0.37 0.72 2.32 0.35
O -1.60 1.40 -1.88 -0.75
H -2.01 0.91 -1.13 0.41
H -0.78 1.70 -1.62 0.38
O 1.88 0.07 2.80 -0.64
H 1.97 -0.21 3.72 0.28
H 2.74 0.48 2.56 0.31

Entry 12:
34
Properties=species:S:1:pos:R:3:mulliken_charge:R:1 method="wB97M-V/def2-TZVPD" homo_energy_ev=-3.934 gap_ev=4.998 charge=-1 largest_force_ev_per_a=3.1
Al -0.80 -1.09 0.03 1.23
O -1.47 -3.69 0.61 -0.60
H -2.40 -3.90 0.42 0.20
O -0.21 -2.19 2.51 -0.71
H -0.16 -1.56 3.24 0.17
O -1.25 -2.75 -2.06 -0.67
H -1.18 -3.22 -2.90 0.12
O -1.26 1.00 -1.62 -0.93
H -0.52 1.61 -1.58 0.19
C -4.33 0.28 -0.84 0.46
O -3.61 -0.67 -0.55 -0.60
N -5.65 0.31 -0.46 -0.44
N -3.86 1.37 -1.50 -0.30
H -6.02 -0.53 -0.06 0.25
H -6.24 0.99 -0.90 0.16
H -4.41 2.15 -1.79 0.13
H -2.82 1.33 -1.66 0.36
C 3.94 1.21 2.22 -1.45
C 2.62 0.99 1.47 0.51
C 2.87 0.64 0.03 -1.05
O 1.70 0.32 -0.68 -0.13
C 1.85 0.39 -2.10 -0.98
N 1.86 -0.11 2.07 -0.36
H 4.70 0.45 2.03 0.33
H 3.67 1.24 3.28 0.40
H 4.38 2.18 1.97 0.36
H 1.96 1.86 1.58 0.21
H 3.46 -0.29 -0.04 0.37
H 3.50 1.36 -0.51 0.40
H 2.21 1.41 -2.31 0.36
H 0.91 0.23 -2.62 0.30
H 2.63 -0.34 -2.33 0.33
H 2.21 -1.05 2.00 0.15
H 1.75 0.08 3.06 0.25

Entry 13:
28
Properties=species:S:1:pos:R:3:mulliken_charge:R:1 method="wB97M-V/def2-TZVPD" homo_energy_ev=-8.530 gap_ev=8.964 smiles=CC(C)N(C)C.O.O.O largest_force_ev_per_a=6.0
C 0.67 -1.54 -1.46 -1.53
C 0.90 -1.01 -0.01 0.46
C 1.89 0.17 -0.05 -1.51
N -0.35 -0.81 0.83 0.20
C -1.31 -1.95 0.65 -1.21
C -0.93 0.53 0.67 -1.35
H 0.46 -0.74 -2.14 0.29
H -0.09 -2.20 -1.47 0.62
H 1.59 -2.04 -1.81 0.38
H 1.33 -1.88 0.54 0.13
H 1.62 0.98 -0.72 0.25
H 2.21 0.72 0.80 0.47
H 2.93 -0.16 -0.24 0.41
H -0.93 -2.94 1.12 0.38
H -2.35 -1.59 1.02 0.32
H -1.51 -2.06 -0.43 0.45
H -1.84 0.71 1.29 0.35
H -1.12 0.81 -0.36 0.55
H -0.27 1.33 0.94 0.34
O -1.56 2.90 -1.53 -0.55
H -1.92 3.61 -0.99 0.29
H -2.07 2.57 -2.17 0.24
O -0.43 -2.17 3.42 -0.65
H -0.88 -1.40 3.13 0.33
H 0.14 -2.36 2.61 0.36
O 1.39 3.69 -1.56 -0.64
H 0.90 2.82 -1.51 0.27
H 1.53 4.00 -0.59 0.33

Entry 14:
31
Properties=species:S:1:pos:R:3:mulliken_charge:R:1 method="wB97M-V/def2-TZVPD" spin_multiplicity=2 homo_energy_ev="0.104 / -6.867" gap_ev="2.961 / 9.850" charge=-1 largest_force_ev_per_a=2.2
C -0.05 0.62 -2.00 -0.47
C 1.35 -0.02 -2.14 -0.55
O 2.30 1.03 -2.23 -0.54
C -0.18 1.29 -0.66 0.37
N 0.16 0.63 0.46 1.12
C 0.09 1.15 1.82 -1.30
C 1.45 0.84 2.47 -1.14
O -0.49 2.50 -0.60 -0.69
H -0.16 1.34 -2.80 0.25
H -0.77 -0.20 -2.02 0.13
H 1.53 -0.74 -1.34 0.30
H 1.45 -0.60 -3.06 0.36
H 2.13 1.68 -1.54 0.34
H 0.50 -0.30 0.26 -0.34
H -0.18 2.20 1.74 0.40
H -0.71 0.57 2.28 0.59
H 2.20 0.94 1.69 0.28
H 1.78 1.61 3.18 0.38
H 1.45 -0.13 2.97 0.22
H -3.40 -0.53 -1.18 0.35
H -2.50 -1.65 -0.74 0.34
O -3.31 -1.51 -1.26 -0.84
H -2.80 1.52 -1.88 0.34
H -2.59 1.72 -0.40 0.28
O -2.88 1.06 -1.04 -0.65
H 1.87 -3.22 -0.04 0.42
H 1.10 -2.39 0.99 -0.01
O 1.76 -2.30 0.24 -1.07
H -0.03 -2.97 2.80 0.21
H -0.83 -1.71 2.06 -0.18
O -0.21 -2.46 2.00 0.09

Entry 15:
55
Properties=species:S:1:pos:R:3:mulliken_charge:R:1 method="wB97M-V/def2-TZVPD" homo_energy_ev=-13.070 gap_ev=3.010 charge=+1 largest_force_ev_per_a=3.5
Tl 0.08 1.59 0.27 1.59
As 4.67 1.98 0.18 2.02
F 4.56 1.27 1.79 -0.60
F 4.61 3.54 1.01 -0.50
F 4.78 2.69 -1.39 -0.48
F 4.63 0.33 -0.45 -0.57
F 2.91 2.04 -0.05 -0.56
F 6.41 1.93 0.33 -0.49
As -1.74 1.66 -4.01 1.92
F -2.62 3.11 -3.51 -0.49
F -1.01 1.72 -2.37 -0.48
F -0.90 0.18 -4.39 -0.52
F -2.55 1.69 -5.56 -0.49
F -0.42 2.61 -4.62 -0.47
F -3.11 0.72 -3.42 -0.53
C 1.81 0.85 3.97 0.59
O 1.13 1.18 2.99 -0.49
N 3.16 0.74 3.88 -0.33
N 1.34 0.61 5.21 -0.36
H 3.60 0.23 4.62 0.20
H 3.54 0.81 2.94 0.29
H 0.37 0.75 5.44 0.25
H 1.95 0.30 5.93 0.16
C -1.02 -1.47 2.73 0.36
O -1.08 -0.44 2.03 -0.33
N -1.91 -1.67 3.70 -0.44
N -0.16 -2.50 2.54 -0.32
H -2.82 -1.24 3.63 0.17
H -1.87 -2.48 4.29 0.18
H -0.28 -3.34 3.08 0.16
H 0.61 -2.40 1.90 0.24
C -1.71 -1.75 -1.21 0.33
O -1.18 -0.68 -0.86 -0.11
N -2.00 -2.68 -0.23 -0.29
N -1.81 -2.24 -2.46 -0.34
H -1.88 -2.43 0.74 0.16
H -2.58 -3.42 -0.58 0.19
H -2.52 -2.93 -2.63 0.24
H -1.51 -1.55 -3.14 0.16
C -3.88 0.96 0.44 0.66
O -2.79 1.57 0.62 -0.48
N -4.52 0.34 1.44 -0.42
N -4.33 0.62 -0.77 -0.30
H -5.51 0.18 1.35 0.21
H -4.19 0.41 2.39 0.24
H -4.92 -0.19 -0.86 0.24
H -3.71 0.84 -1.54 0.18
C 2.26 -0.29 -2.82 0.59
O 1.52 0.26 -1.97 -0.28
N 1.82 -0.50 -4.07 -0.29
N 3.52 -0.65 -2.57 -0.24
H 2.48 -0.84 -4.75 0.17
H 0.82 -0.47 -4.17 0.24
H 3.98 -1.04 -3.38 0.15
H 3.97 -0.48 -1.67 0.33